{"formula": "C12H14Br2O7", "method": "ωB97M-V/def2-TZVPD", "elements": ["C", "C", "Br", "C", "Br", "C", "C", "C", "O", "O", "C", "O", "O", "C", "O", "H", "H", "H", "H", "H", "H", "H", "H", "O", "C", "O", "C", "C", "C", "H", "H", "H", "H", "H", "H"], "coordinates": [[-2.230391, -1.710031, -4.333377], [-1.482562, -1.374760, -2.875761], [0.439382, -0.920562, -3.383981], [-1.560442, -2.620199, -1.808357], [-3.335711, -2.835229, -0.897817], [-0.273120, -2.540444, -0.788119], [0.176580, -1.448594, 0.117200], [-0.516612, 0.016920, 0.358303], [-1.957660, 0.083382, 0.070564], [-2.672119, -0.054016, 1.156337], [1.586575, -1.992247, 0.832554], [2.354960, -1.387065, 1.759537], [1.992839, -3.319875, 0.262489], [0.841855, -3.738713, -0.577370], [0.595515, -4.938255, -1.148842], [-2.186297, -2.865742, -4.517497], [-1.696989, -1.076729, -5.190307], [-3.316110, -1.271618, -4.228638], [-1.947543, -0.368940, -2.499686], [-1.402676, -3.613150, -2.452121], [-0.399488, 0.256006, 1.521565], [0.066901, 0.902520, -0.188410], [-2.712458, -1.040693, 1.398041], [1.883529, 2.527111, -0.255738], [1.645598, 2.837346, 0.899824], [0.389783, 3.002129, 1.409692], [0.487864, 3.469066, 2.754359], [1.862460, 3.062698, 3.217252], [2.673617, 3.136976, 1.948428], [0.352499, 4.555726, 2.757547], [-0.298848, 3.012070, 3.361697], [2.249757, 3.693499, 4.021765], [1.841074, 2.027576, 3.579299], [3.074298, 4.140378, 1.779747], [3.473940, 2.393457, 1.939821]], "forces_ev_per_a": [[0.21, 0.84, 0.87], [-1.46, 0.44, -1.06], [-1.13, -0.46, 0.61], [2.85, -0.58, -1.18], [1.37, 0.35, -0.62], [2.25, 2.39, 3.50], [-0.66, -3.31, -2.33], [1.49, 0.41, 1.88], [4.35, -0.06, -3.94], [-2.38, -2.01, 4.54], [2.99, 2.89, 3.35], [-5.45, -4.31, -6.53], [-4.11, 1.71, -0.76], [-2.74, -4.35, -3.16], [2.61, 7.86, 4.22], [-0.24, 2.35, 0.11], [-1.13, -1.67, 1.96], [1.95, -1.32, -0.31], [1.11, -2.13, -0.28], [-0.37, 2.16, 1.65], [-0.22, -0.55, -2.48], [-1.35, -2.22, 0.73], [0.06, 1.61, -0.79], [-1.01, 0.27, 1.69], [0.54, -0.17, -1.94], [0.48, -0.31, -0.71], [-0.47, 0.27, 0.64], [0.36, -0.13, 0.85], [0.24, -0.24, 0.41], [-0.01, -0.09, -0.03], [-0.02, 0.09, -0.32], [-0.14, -0.08, -0.09], [-0.01, 0.17, -0.03], [0.06, -0.12, -0.12], [-0.03, 0.29, -0.31]], "lowdin_charge": [-0.16, -0.67, 0.64, -0.62, 0.69, -0.10, 0.02, -0.08, -0.24, -0.08, -0.15, 0.01, 0.04, -0.17, 0.00, 0.09, 0.08, 0.09, 0.10, 0.12, 0.16, 0.14, 0.11, 0.10, -0.46, 0.01, -0.17, -0.17, -0.08, 0.13, 0.13, 0.12, 0.12, 0.14, 0.13], "smiles": "C[C@H](Br)[C@H](Br)C1=C(COO)C(=O)OC1=O.O=C1CCCO1", "gap_ev": 8.383, "total_energy_ha": -6140.065881}